{
  "formula": "C47H44F10NO4P2S4Sc",
  "method": "the ωB97M-V functional and the def2-TZVPD basis",
  "elements": ["Sc", "O", "C", "S", "C", "C", "S", "S", "S", "C", "C", "C", "C", "C", "C", "C", "F", "C", "C", "C", "O", "C", "C", "N", "C", "C", "O", "O", "H", "H", "H", "H", "H", "H", "H", "H", "H", "H", "H", "C", "C", "C", "P", "C", "C", "C", "C", "C", "C", "H", "H", "H", "H", "H", "H", "H", "H", "H", "H", "H", "H", "H", "H", "H", "H", "H", "H", "H", "H", "H", "F", "C", "F", "F", "C", "C", "C", "C", "C", "C", "P", "C", "C", "C", "C", "C", "C", "C", "F", "F", "F", "C", "C", "C", "C", "C", "C", "C", "F", "F", "F", "H", "H", "H", "H", "H", "H", "H", "H", "H", "H", "H", "H"],
  "positions_angstrom": [[0.05, -0.13, -0.12], [-0.30, 4.20, 5.27], [-0.15, 3.50, 4.31], [-0.70, 3.91, 2.67], [-0.12, 2.46, 1.86], [0.50, 1.54, 2.64], [1.18, 0.02, 2.12], [0.66, 1.92, 4.35], [-0.35, 2.39, 0.14], [-5.98, 1.21, -4.28], [-4.86, 0.60, -5.12], [-4.61, 1.42, -6.37], [-3.52, 0.76, -7.21], [-2.28, 0.59, -6.39], [-1.04, 0.56, -6.99], [0.11, 0.36, -6.23], [1.30, 0.32, -6.85], [0.05, 0.21, -4.88], [-1.20, 0.26, -4.24], [-1.24, 0.10, -2.79], [-0.16, -0.04, -2.14], [-2.54, 0.09, -2.23], [-3.63, 0.27, -3.03], [-3.60, 0.46, -4.35], [-2.37, 0.44, -4.99], [-2.85, -0.11, -0.75], [-4.02, -0.18, -0.41], [-1.84, -0.21, 0.03], [-6.79, 1.51, -4.94], [-5.63, 2.09, -3.74], [-6.39, 0.50, -3.56], [-5.16, -0.41, -5.43], [-4.31, 2.43, -6.09], [-5.54, 1.49, -6.93], [-3.30, 1.35, -8.10], [-3.87, -0.22, -7.55], [-0.95, 0.69, -8.07], [0.93, 0.04, -4.28], [-4.59, 0.26, -2.53], [0.77, -5.57, 0.37], [0.50, -4.16, 0.90], [1.82, -3.51, 1.32], [-0.45, -2.98, -0.20], [-2.23, -3.45, 0.08], [-2.55, -4.95, 0.03], [-2.71, -2.90, 1.43], [-0.15, -3.39, -2.01], [1.29, -3.01, -2.35], [-0.49, -4.76, -2.61], [1.30, -6.14, 1.14], [1.42, -5.53, -0.51], [-0.13, -6.12, 0.12], [-0.15, -4.24, 1.79], [2.46, -3.35, 0.45], [2.35, -4.16, 2.02], [1.66, -2.55, 1.81], [-2.77, -2.94, -0.73], [-2.10, -5.46, 0.88], [-2.23, -5.43, -0.88], [-3.64, -5.08, 0.12], [-2.33, -3.52, 2.25], [-3.80, -2.89, 1.47], [-2.37, -1.88, 1.60], [-0.81, -2.66, -2.49], [2.00, -3.74, -1.94], [1.55, -2.03, -1.95], [1.43, -2.98, -3.43], [-0.02, -5.59, -2.08], [-0.12, -4.77, -3.64], [-1.56, -4.94, -2.65], [8.45, -0.31, 2.52], [8.18, 0.86, 1.91], [8.21, 1.81, 2.87], [9.19, 1.13, 1.06], [6.85, 0.82, 1.21], [6.70, 1.41, -0.05], [5.47, 1.36, -0.67], [4.38, 0.74, -0.05], [4.54, 0.18, 1.21], [5.78, 0.22, 1.84], [2.79, 0.66, -1.00], [2.67, 2.47, -1.33], [2.33, 3.10, -2.52], [2.17, 4.47, -2.56], [2.34, 5.23, -1.42], [2.66, 4.62, -0.21], [2.82, 3.24, -0.18], [2.18, 6.72, -1.49], [3.25, 7.30, -2.08], [2.03, 7.28, -0.29], [1.11, 7.07, -2.24], [3.52, -0.21, -2.45], [3.40, 0.12, -3.80], [3.87, -0.73, -4.79], [4.45, -1.93, -4.45], [4.60, -2.28, -3.11], [4.13, -1.43, -2.13], [4.89, -2.87, -5.53], [3.83, -3.52, -6.07], [5.51, -2.23, -6.54], [5.73, -3.82, -5.07], [7.54, 1.88, -0.53], [5.35, 1.80, -1.65], [3.69, -0.27, 1.71], [5.91, -0.23, 2.81], [2.15, 2.54, -3.42], [1.89, 4.96, -3.49], [2.75, 5.20, 0.69], [3.04, 2.76, 0.77], [2.96, 1.06, -4.09], [3.77, -0.44, -5.83], [5.06, -3.22, -2.84], [4.24, -1.71, -1.09]],
  "homo_lumo_gap_ev": 5.250,
  "fmax_ev_per_a": 1.78,
  "relative_energy_ev": 1.175
}

{
  "formula": "CH8N2",
  "method": "the ωB97M-V functional and the def2-TZVPD basis",
  "elements": ["C", "N", "H", "H", "H", "H", "H", "N", "H", "H", "H"],
  "positions_angstrom": [[-2.47, -0.09, 0.25], [-1.17, -0.68, 0.11], [-3.20, -0.78, 0.65], [-2.94, 0.28, -0.69], [-2.44, 0.85, 0.80], [-0.96, -1.14, -0.76], [-0.47, 0.05, 0.10], [3.35, 0.65, -0.17], [2.39, 0.88, -0.05], [3.47, -0.31, -0.48], [3.60, 1.20, -0.98]],
  "homo_lumo_gap_ev": 10.237,
  "smiles": "CN.N",
  "fmax_ev_per_a": 1.99,
  "relative_energy_ev": 0.238
}

{
  "formula": "C4H8NO",
  "method": "the ωB97M-V functional and the def2-TZVPD basis",
  "elements": ["C", "C", "C", "C", "N", "O", "H", "H", "H", "H", "H", "H", "H", "H"],
  "positions_angstrom": [[-3.38, 0.41, 0.23], [-2.25, -0.32, 0.16], [0.43, -0.82, -0.12], [2.65, 0.01, 0.31], [1.53, 0.18, -0.63], [-0.68, -0.14, -0.03], [-4.22, -0.25, 0.18], [-2.45, -1.35, 0.62], [-3.55, 1.42, 0.06], [2.72, 0.77, 0.96], [2.53, -0.86, 0.85], [3.53, -0.06, -0.22], [1.78, -0.16, -1.64], [1.35, 1.16, -0.75]],
  "total_charge": 1,
  "homo_lumo_gap_ev": 9.972,
  "fmax_ev_per_a": 4.32,
  "relative_energy_ev": 5.481
}

{
  "formula": "CH6NO2",
  "method": "the ωB97M-V functional and the def2-TZVPD basis",
  "elements": ["C", "N", "O", "O", "H", "H", "H", "H", "H", "H"],
  "positions_angstrom": [[-1.80, -0.13, -0.10], [1.33, 0.08, 0.03], [-3.03, -0.28, 0.09], [-1.20, 0.92, -0.07], [-1.30, -1.05, -0.51], [1.23, -0.89, 0.17], [2.10, 0.26, -0.48], [0.44, 0.38, -0.26], [-3.68, 0.38, 0.32], [1.62, 0.59, 0.88]],
  "total_charge": 1,
  "homo_lumo_gap_ev": 11.875,
  "fmax_ev_per_a": 4.70,
  "relative_energy_ev": 0.929
}

{
  "formula": "C10H18NO",
  "method": "the ωB97M-V functional and the def2-TZVPD basis",
  "elements": ["C", "N", "C", "C", "C", "C", "O", "C", "C", "C", "C", "C", "H", "H", "H", "H", "H", "H", "H", "H", "H", "H", "H", "H", "H", "H", "H", "H", "H", "H"],
  "positions_angstrom": [[0.42, -1.78, -1.90], [-0.17, -0.39, -1.74], [-1.66, -0.45, -1.57], [-2.08, -1.01, -0.25], [-1.71, -0.34, 0.93], [-0.15, -0.27, 1.05], [0.46, -1.47, 1.12], [0.26, 0.83, 2.08], [1.63, 1.37, 1.83], [1.87, 1.95, 0.42], [1.24, 1.23, -0.69], [0.27, 0.36, -0.55], [1.41, -1.76, -2.24], [0.32, -2.27, -1.00], [-0.25, -2.19, -2.75], [0.16, 0.07, -2.61], [-2.07, -1.07, -2.41], [-2.11, 0.53, -1.89], [-1.70, -2.03, -0.09], [-3.18, -1.10, -0.27], [-2.13, 0.64, 1.12], [-1.95, -0.76, 1.92], [1.35, -1.20, 1.31], [0.22, 0.28, 3.03], [-0.46, 1.68, 1.96], [2.32, 0.56, 2.04], [1.89, 2.13, 2.49], [2.96, 1.92, 0.15], [1.36, 2.96, 0.46], [1.48, 1.69, -1.59]],
  "total_charge": 1,
  "homo_lumo_gap_ev": 10.666,
  "smiles": "C[N@H+]1CCC[C@]2(O)CCCC=C12",
  "fmax_ev_per_a": 6.18,
  "relative_energy_ev": 1.978
}

{
  "formula": "C18H12CuN4O9S",
  "method": "the ωB97M-V functional and the def2-TZVPD basis",
  "elements": ["Cu", "O", "C", "C", "C", "N", "C", "C", "C", "O", "O", "C", "O", "O", "H", "H", "H", "O", "C", "O", "C", "C", "C", "N", "C", "C", "C", "O", "O", "H", "H", "H", "C", "N", "C", "C", "N", "C", "S", "H", "H", "H", "H", "H", "H"],
  "positions_angstrom": [[-0.63, 0.65, -0.18], [-4.23, -1.08, 4.40], [-3.43, -0.51, 3.44], [-3.86, -0.37, 2.13], [-2.97, 0.18, 1.23], [-1.74, 0.56, 1.57], [-1.37, 0.54, 2.86], [-2.18, -0.04, 3.82], [-0.11, 1.31, 3.31], [0.30, 1.05, 4.45], [0.32, 2.14, 2.48], [-3.38, 0.50, -0.20], [-4.53, 0.27, -0.55], [-2.45, 1.05, -0.90], [-5.04, -1.37, 3.98], [-4.85, -0.64, 1.79], [-1.84, -0.06, 4.84], [1.48, -4.76, -4.09], [0.39, -4.19, -4.29], [-0.47, -4.40, -5.16], [0.09, -3.00, -3.33], [-1.07, -2.24, -3.50], [-1.32, -1.18, -2.64], [-0.48, -0.86, -1.66], [0.63, -1.59, -1.48], [0.95, -2.66, -2.30], [1.51, -1.13, -0.33], [2.61, -1.64, -0.17], [1.02, -0.19, 0.40], [-1.75, -2.51, -4.29], [-2.20, -0.56, -2.73], [1.86, -3.22, -2.14], [3.78, 1.33, -1.42], [3.21, 2.16, -0.38], [3.84, 2.50, 0.81], [2.95, 3.17, 1.56], [1.80, 3.26, 0.82], [1.93, 2.61, -0.35], [0.75, 2.39, -1.55], [4.86, 1.43, -1.37], [3.42, 1.67, -2.38], [3.49, 0.29, -1.27], [4.84, 2.18, 1.02], [3.00, 3.51, 2.58], [0.88, 3.44, 1.19]],
  "total_charge": -2,
  "homo_lumo_gap_ev": [7.309, 7.307],
  "s_squared": 0.7524,
  "fmax_ev_per_a": 0.57,
  "relative_energy_ev": 0.000,
  "spin_multiplicity": 2
}

{
  "formula": "C14H24ClGaN5O6",
  "method": "the ωB97M-V functional and the def2-TZVPD basis",
  "elements": ["O", "H", "Ga", "N", "N", "N", "N", "O", "O", "O", "O", "C", "C", "C", "C", "C", "H", "H", "H", "C", "H", "H", "H", "C", "C", "H", "H", "H", "H", "H", "H", "H", "H", "C", "H", "H", "H", "O", "H", "H", "Cl", "C", "C", "C", "C", "N", "C", "H", "H", "H", "H"],
  "positions_angstrom": [[0.66, 2.94, -0.77], [1.15, 3.74, -1.03], [0.23, 0.62, 0.03], [1.77, -0.64, 0.02], [0.54, 0.57, -1.89], [-0.25, 0.20, 1.89], [-1.44, 1.56, 0.15], [2.30, -1.22, 1.06], [0.42, -0.66, 2.70], [-2.05, 2.15, -0.93], [-0.23, 1.15, -2.73], [1.62, -0.16, -2.27], [2.27, -0.85, -1.22], [-1.37, 0.79, 2.33], [-2.03, 1.60, 1.35], [3.42, -1.78, -1.35], [3.15, -2.78, -0.97], [4.27, -1.42, -0.75], [3.74, -1.87, -2.39], [1.98, -0.17, -3.70], [2.03, 0.85, -4.10], [1.23, -0.73, -4.28], [2.95, -0.65, -3.83], [-1.87, 0.58, 3.71], [-3.27, 2.38, 1.59], [-1.10, 0.10, 4.32], [-2.76, -0.07, 3.71], [-2.16, 1.53, 4.16], [-3.49, 3.00, 0.72], [-3.14, 3.03, 2.47], [-4.12, 1.72, 1.79], [1.23, -0.96, 2.12], [-1.41, 1.94, -1.68], [1.45, 2.29, 0.45], [2.28, 1.62, 0.15], [0.83, 2.03, 1.34], [2.00, 3.14, 0.88], [4.31, 0.43, 2.91], [3.74, 1.16, 3.21], [3.71, -0.16, 2.41], [-1.53, -5.02, 0.28], [-1.77, -3.49, -0.45], [-2.76, -3.31, -1.42], [-2.91, -2.05, -1.98], [-2.08, -1.02, -1.55], [-1.13, -1.19, -0.63], [-0.97, -2.40, -0.07], [-3.38, -4.16, -1.72], [-3.66, -1.82, -2.74], [-2.18, -0.03, -1.99], [-0.21, -2.53, 0.69]],
  "total_charge": 1,
  "homo_lumo_gap_ev": [5.751, 5.735],
  "fmax_ev_per_a": 4.81,
  "relative_energy_ev": 1.263
}

{
  "formula": "C8H19NO",
  "method": "the ωB97M-V functional and the def2-TZVPD basis",
  "elements": ["C", "C", "O", "N", "C", "C", "C", "C", "C", "C", "H", "H", "H", "H", "H", "H", "H", "H", "H", "H", "H", "H", "H", "H", "H", "H", "H", "H", "H"],
  "positions_angstrom": [[3.32, -0.84, 0.23], [2.16, -0.23, -0.55], [2.25, 1.17, -0.60], [1.00, -0.69, 0.27], [-0.09, 0.21, 0.64], [-0.51, -0.19, 2.06], [-1.28, 0.26, -0.37], [-2.18, 1.44, -0.02], [-0.73, 0.47, -1.78], [-2.11, -1.03, -0.35], [4.27, -0.41, -0.07], [3.35, -1.92, 0.08], [2.78, -0.70, 1.28], [2.11, -0.58, -1.59], [2.55, 1.48, 0.27], [0.63, -1.54, -0.14], [0.34, 1.21, 0.68], [-0.87, -1.21, 2.09], [0.34, -0.11, 2.73], [-1.30, 0.46, 2.44], [-1.62, 2.38, -0.04], [-2.64, 1.33, 0.96], [-2.99, 1.52, -0.75], [-1.54, 0.70, -2.47], [-0.04, 1.32, -1.81], [-0.23, -0.42, -2.16], [-1.48, -1.91, -0.48], [-2.65, -1.13, 0.59], [-2.83, -1.01, -1.16]],
  "homo_lumo_gap_ev": 9.446,
  "smiles": "C[C@H](O)N[C@H](C)C(C)(C)C",
  "fmax_ev_per_a": 2.87,
  "relative_energy_ev": 1.338
}